Record 1
Formula: C4H2O3
Source: OMol25
Level of theory: wB97M-V/def2-TZVPD

Geometry as ORCA input:
```
! RIJCOSX wB97M-V def2-TZVPD def2/J DEFGRID3
* xyz 0 1
C 0.55908 -0.23141 1.19274
C -0.73427 -0.10098 0.69479
C -0.88747 0.07595 -0.73410
C -0.82277 0.05463 -2.00216
H 2.36405 0.11091 0.32851
H -0.97727 0.30865 -3.05442
O 1.31290 0.42399 0.05821
O 1.03214 -0.75710 2.18931
O -1.84639 0.11536 1.32712
*
```

Results
HOMO, eV: -10.60
Total energy, hartree: -379.18416
LUMO energy, eV: -1.89
HOMO-LUMO gap, eV: 8.71
SMILES: C#CC(=O)C(=O)O
ΔE to the lowest compared entry with this formula, charge and spin, eV: 4.257



Record 2
Formula: C14H17FN4O2
Source: OMol25
Level of theory: wB97M-V/def2-TZVPD

Geometry as ORCA input:
```
! RIJCOSX wB97M-V def2-TZVPD def2/J DEFGRID3
* xyz 0 1
C 1.22820 4.15874 1.68709
H 1.91953 4.92285 1.33708
O 0.62309 3.61328 0.54036
C -0.32737 2.61508 0.83698
H -0.84420 2.38772 -0.10015
C 0.27141 1.33191 1.41375
O -0.19000 0.81489 2.41614
N 1.35292 0.82215 0.78482
C 1.84949 1.20160 -0.51711
H 2.80751 1.72371 -0.40145
C 2.04779 -0.04831 -1.39752
H 1.82004 0.20554 -2.43212
H 3.08303 -0.38930 -1.35059
C 1.16551 -1.21651 -0.95220
N -0.23191 -0.88894 -1.11985
C -1.30024 -1.71734 -0.95132
C -1.44991 -3.06238 -0.62561
C -2.73495 -3.54534 -0.56565
C -3.82949 -2.70816 -0.82524
C -3.71721 -1.38243 -1.15947
C -2.41584 -0.88531 -1.22528
N -1.93497 0.34827 -1.53773
N -0.66866 0.32037 -1.47244
H -4.57595 -0.76552 -1.36019
F -5.05858 -3.26009 -0.74564
H -2.92835 -4.57713 -0.31855
H -0.60227 -3.70121 -0.43402
C 1.46289 -1.60029 0.51229
C 1.96327 -0.38281 1.29956
H 3.04856 -0.28040 1.20807
H 1.69826 -0.47709 2.35370
H 2.21188 -2.39180 0.54296
H 0.55029 -1.97689 0.97501
H 1.36481 -2.08276 -1.59859
H 1.14479 1.88159 -0.98757
H -1.06327 2.97834 1.56792
H 0.48206 4.61519 2.34807
H 1.77784 3.39879 2.25449
*
```

Results
HOMO, eV: -8.97
Total energy, hartree: -1013.03153
LUMO energy, eV: 0.33
HOMO-LUMO gap, eV: 9.30
SMILES: COCC(=O)N1CCC(n2nnc3cc(F)ccc32)CC1
ΔE to the lowest compared entry with this formula, charge and spin, eV: 0.201



Record 3
Formula: C44H60N6O10
Source: OMol25
Level of theory: wB97M-V/def2-TZVPD

Geometry as ORCA input:
```
! RIJCOSX wB97M-V def2-TZVPD def2/J DEFGRID3
* xyz 0 1
O 2.32996 -1.25350 -4.00368
C 2.11633 -2.09737 -4.82393
O 1.51762 -3.24220 -4.41797
C 1.30940 -4.15289 -5.50225
C 2.09903 -3.56895 -6.67418
C 2.19504 -2.07975 -6.33430
H 0.24116 -4.14124 -5.73483
H 1.63107 -5.15670 -5.23597
H 1.55617 -3.71527 -7.60952
H 3.06482 -4.05092 -6.81913
H 1.30955 -1.56582 -6.70425
H 3.13799 -1.70127 -6.71500
O 0.60342 4.47546 -0.18253
C -0.16388 4.02828 -0.99693
O 0.03688 4.27603 -2.30270
C -1.12586 3.79662 -3.02651
C -1.69335 2.68959 -2.11555
C -1.39867 3.23826 -0.72949
H -0.88862 3.38694 -4.00584
H -1.81121 4.63026 -3.17856
H -1.21192 1.72815 -2.29463
H -2.75078 2.50210 -2.31735
H -1.14451 2.43787 -0.03207
H -2.13998 3.90004 -0.28452
O -0.75404 -4.89964 0.45527
C -1.85250 -4.41969 0.44403
O -2.19565 -3.43030 1.29265
C -3.57913 -3.06979 1.17747
C -4.17088 -4.24932 0.37293
C -3.02038 -4.73745 -0.48322
H -3.63310 -2.10954 0.65951
H -4.03994 -2.98743 2.15880
H -5.09440 -3.93324 -0.11082
H -4.38918 -5.01978 1.11606
H -2.98876 -4.22760 -1.44439
H -3.12753 -5.81267 -0.60904
O -2.29809 -0.71967 3.60024
C -3.25657 -0.21835 3.09863
O -4.52129 -0.47801 3.46141
C -5.46374 0.33605 2.73272
C -4.62185 1.49613 2.23063
C -3.26811 0.82947 1.98085
H -6.16410 0.68951 3.48728
H -5.97217 -0.21309 1.94243
H -4.57577 2.33424 2.91835
H -5.03265 1.87097 1.28841
H -2.42569 1.51266 2.00097
H -3.27387 0.29152 1.02862
O 4.91712 -2.88404 -1.98477
C 4.14799 -3.80061 -1.86406
O 4.37045 -4.94057 -2.53273
C 3.33855 -5.91860 -2.32361
C 2.55646 -5.40285 -1.13189
C 2.80806 -3.89192 -1.12940
H 3.90105 -6.82586 -2.09992
H 2.74372 -6.08667 -3.22256
H 2.88677 -5.91234 -0.22891
H 1.48888 -5.59001 -1.25405
H 2.90907 -3.39873 -0.16550
H 2.06043 -3.34147 -1.69989
N 1.17764 1.13240 6.75061
C 1.56011 2.32545 6.22022
C 1.86767 2.13184 4.89268
C 1.52486 0.78240 4.61200
C 1.16188 0.15249 5.78292
H 0.91225 1.01614 7.71066
H 1.51491 3.21439 6.82860
H 2.14544 2.83074 4.12057
H 1.65045 0.26790 3.67267
H 0.80514 -0.83678 6.00357
N 2.57060 4.76316 1.90048
C 2.16897 5.50872 2.97674
C 3.11746 5.38014 3.96189
C 4.17854 4.61011 3.43927
C 3.77899 4.19001 2.19116
H 2.05033 4.73049 1.03244
H 1.25076 6.07147 2.96240
H 2.99074 5.80670 4.94550
H 5.07994 4.25192 3.90780
H 4.22269 3.47831 1.51582
N 1.44233 0.81496 -0.21693
C 0.97388 -0.43600 -0.47404
C 0.04186 -0.72289 0.49629
C 0.07227 0.32381 1.43486
C 0.94333 1.29647 0.96421
H 2.03557 1.36280 -0.83885
H 1.36895 -0.97074 -1.32352
H -0.61000 -1.58282 0.53615
H -0.53008 0.41612 2.32338
H 1.19437 2.31293 1.21853
N 3.27536 1.01606 -2.79029
C 3.01130 2.33122 -2.56312
C 3.62371 2.78773 -1.40946
C 4.43553 1.68673 -0.99136
C 4.16391 0.62690 -1.81115
H 2.91185 0.39331 -3.50702
H 2.36678 2.92829 -3.19389
H 3.45241 3.80314 -1.09624
H 5.15525 1.67192 -0.18811
H 4.52978 -0.38824 -1.76392
N -1.29410 3.05889 4.52475
C -2.58129 3.44200 4.76354
C -2.97132 4.28207 3.73992
C -1.93394 4.27953 2.79415
C -0.91340 3.53563 3.30302
H -0.66839 2.51082 5.09502
H -3.11253 3.09617 5.63561
H -3.91952 4.78008 3.60768
H -1.92727 4.79989 1.85048
H 0.09100 3.34677 2.95975
N -3.84963 -2.38661 -3.50427
C -3.36025 -1.60521 -2.50411
C -1.99573 -1.82790 -2.44118
C -1.67732 -2.90802 -3.29711
C -2.86357 -3.25013 -3.91284
H -4.74689 -2.31805 -3.94415
H -3.98984 -0.85556 -2.05232
H -1.30076 -1.28272 -1.81964
H -0.74371 -3.41734 -3.45617
H -3.05811 -3.96505 -4.69645
*
```

Results
HOMO, eV: -7.45
Total energy, hartree: -2793.56749
LUMO energy, eV: 0.10
HOMO-LUMO gap, eV: 7.55
SMILES: c1cc[nH]c1.c1cc[nH]c1.c1cc[nH]c1.c1cc[nH]c1.c1cc[nH]c1.c1cc[nH]c1.O=C1CCCO1.O=C1CCCO1.O=C1CCCO1.O=C1CCCO1.O=C1CCCO1
ΔE to the lowest compared entry with this formula, charge and spin, eV: 0.000



Record 4
Formula: C5H14
Source: OMol25
Level of theory: wB97M-V/def2-TZVPD

Geometry as ORCA input:
```
! RIJCOSX wB97M-V def2-TZVPD def2/J DEFGRID3
* xyz 0 1
C -1.17238 -0.59114 2.64925
C -1.49679 -1.24622 1.35595
H -1.87755 0.36666 2.74256
H -1.25373 -1.30549 3.56524
H -0.23230 -0.06951 2.56142
H -1.01572 -2.08462 1.18594
H -1.19670 -0.77028 0.49136
H -2.50971 -1.73831 1.23762
C 0.48364 1.04081 -1.31137
C 1.81990 1.48168 -1.51607
C 0.39670 -0.57027 -1.30604
H 0.16757 1.36568 -0.28387
H -0.20478 1.32810 -2.20438
H 2.27588 1.28869 -2.43987
H 2.59238 0.79229 -0.86401
H 0.94088 -0.80430 -2.14933
H 0.82758 -0.89622 -0.39077
H 1.88247 2.54196 -1.03864
H -0.58270 -0.70382 -1.64358
*
```

Results
HOMO, eV: -10.52
Total energy, hartree: -198.79701
LUMO energy, eV: 1.08
HOMO-LUMO gap, eV: 11.60
SMILES: CCC.CC
ΔE to the lowest compared entry with this formula, charge and spin, eV: 2.507



Record 5
Formula: C17H20N2O3S
Source: OMol25
Level of theory: wB97M-V/def2-TZVPD

Geometry as ORCA input:
```
! RIJCOSX wB97M-V def2-TZVPD def2/J DEFGRID3
* xyz 0 1
C -5.90926 -0.89336 -0.97170
C -4.64094 -0.27391 -0.47371
C -3.83728 -0.94323 0.44415
C -2.67605 -0.36015 0.92072
C -2.32195 0.89832 0.47642
C -3.10247 1.58360 -0.43355
C -4.26182 0.99496 -0.90503
H -4.88266 1.52191 -1.61441
H -2.79230 2.56708 -0.74736
S -0.79943 1.63033 1.04289
O -0.88825 3.05592 1.02256
O -0.38869 0.99301 2.26684
N 0.21186 1.13576 -0.21810
C 1.54634 1.58169 -0.22206
C 1.82551 2.93514 -0.32380
C 3.13774 3.36622 -0.41601
C 4.17055 2.44603 -0.42692
C 3.89874 1.09379 -0.30763
C 2.59133 0.64364 -0.17816
N 2.23788 -0.71953 -0.05079
C 3.13048 -1.70361 -0.63158
H 3.42783 -1.37621 -1.62928
C 2.35993 -3.02397 -0.72442
H 2.99717 -3.81871 -1.11595
O 1.92495 -3.45870 0.54287
C 1.11491 -2.48454 1.16203
H 0.86031 -2.88013 2.14621
C 1.84658 -1.14811 1.28818
H 1.20086 -0.40554 1.75880
H 2.73627 -1.28855 1.92439
H 0.19165 -2.34423 0.57548
H 1.49378 -2.88794 -1.39097
H 4.03089 -1.86611 -0.01660
H 4.71321 0.38524 -0.29675
H 5.19423 2.77801 -0.51593
H 3.35020 4.42148 -0.49289
H 1.00561 3.63408 -0.32639
H 0.19066 0.12482 -0.29702
H -2.04605 -0.85565 1.64316
H -4.12458 -1.92587 0.78815
H -6.08697 -0.63018 -2.01162
H -5.87845 -1.97573 -0.87855
H -6.75233 -0.52710 -0.38566
*
```

Results
HOMO, eV: -8.27
Total energy, hartree: -1393.20164
LUMO energy, eV: 0.59
HOMO-LUMO gap, eV: 8.86
SMILES: Cc1ccc(S(=O)(=O)Nc2ccccc2N2CCOCC2)cc1
ΔE to the lowest compared entry with this formula, charge and spin, eV: 2.013



Record 6
Formula: C17H16N3O8SW
Source: OMol25
Level of theory: wB97M-V/def2-TZVPD

Geometry as ORCA input:
```
! RIJCOSX wB97M-V def2-TZVPD def2/J DEFGRID3
* xyz 1 1
W 0.35425 -0.19960 -0.51639
O 0.57654 3.35216 1.46713
C 0.87263 2.27927 1.05988
O 0.31255 1.68996 -0.02035
C 1.90139 1.38428 1.62998
C 2.72037 1.65995 2.69899
C 3.59231 0.66620 3.12093
C 3.60702 -0.56471 2.47469
C 2.74090 -0.73563 1.42275
N 1.93653 0.21963 1.02996
C 2.51877 -1.94561 0.62925
O 3.14566 -2.94926 0.64957
O 1.41784 -1.78218 -0.17370
H 2.65926 2.62518 3.18341
H 4.25312 0.84572 3.95870
H 4.25989 -1.37357 2.77442
O -1.83046 1.98784 -2.02238
C -1.96278 1.28026 -1.09996
O -1.38657 -0.05214 -1.12369
C -2.59863 1.58697 0.19946
C -3.56791 2.58109 0.18174
C -4.15700 3.01009 1.35573
C -3.74069 2.46427 2.56108
C -2.74847 1.49546 2.59573
C -2.16917 1.02383 1.41990
S -0.92474 -0.23999 1.67651
H -3.84746 3.01206 -0.77210
H -4.91973 3.77855 1.33348
H -4.17770 2.80798 3.49083
H -2.40741 1.10274 3.54763
C 0.49028 -2.76538 -4.63615
O -0.25770 -3.34280 -3.52809
C -0.29141 -2.63888 -2.42761
O 0.26540 -1.53603 -2.33810
N -0.99317 -3.25313 -1.45623
N -1.14587 -2.58461 -0.25790
H 0.67622 -3.58893 -5.31156
H 1.42052 -2.34064 -4.27594
H -0.11566 -2.00332 -5.11526
H -1.41509 -4.15127 -1.62056
H -0.77723 -3.13960 0.50419
H -2.11586 -2.35944 -0.07739
C 1.79262 0.59027 -1.85426
H 2.06061 1.61779 -1.65867
H 1.29727 0.52378 -2.82271
H 2.67878 -0.03863 -1.85695
*
```

Results
HOMO, eV: -11.27
Total energy, hartree: -1888.76249
LUMO energy, eV: -4.86
HOMO-LUMO gap, eV: 6.41
ΔE to the lowest compared entry with this formula, charge and spin, eV: 0.783



Among the records above, which one has the highest HOMO-LUMO gap?
C5H14



Repeat the first record exactly.
Formula: C4H2O3
Source: OMol25
Level of theory: wB97M-V/def2-TZVPD

Geometry as ORCA input:
```
! RIJCOSX wB97M-V def2-TZVPD def2/J DEFGRID3
* xyz 0 1
C 0.55908 -0.23141 1.19274
C -0.73427 -0.10098 0.69479
C -0.88747 0.07595 -0.73410
C -0.82277 0.05463 -2.00216
H 2.36405 0.11091 0.32851
H -0.97727 0.30865 -3.05442
O 1.31290 0.42399 0.05821
O 1.03214 -0.75710 2.18931
O -1.84639 0.11536 1.32712
*
```

Results
HOMO, eV: -10.60
Total energy, hartree: -379.18416
LUMO energy, eV: -1.89
HOMO-LUMO gap, eV: 8.71
SMILES: C#CC(=O)C(=O)O
ΔE to the lowest compared entry with this formula, charge and spin, eV: 4.257